Record 1
C11H19NNiO3S4 as an isolated structure. Source: the OMol25 dataset; level of theory: the ωB97M-V functional and the def2-TZVPD basis.

Output
HOMO level (spin up / spin down), eV: -6.7870 / -6.8429
LUMO (spin up / spin down), eV: 0.31 / 0.11
Multiplicity: 3
HOMO-LUMO gap (spin up / spin down), eV: 7.1 / 7.0
Energy relative to the best compared isomer or geometry (same formula, charge and spin), kcal per mole: 0.0

Structure (XYZ):
```
39
C11H19NNiO3S4 the ωB97M-V functional and the def2-TZVPD basis
Ni 0.6056 -0.5379 0.9596
O -1.4796 -6.9473 0.8533
C -1.1056 -5.8063 0.8249
S -2.1501 -4.4327 0.4146
C -0.9359 -3.1831 0.5939
C 0.2981 -3.5776 0.9494
S 1.6661 -2.5142 1.1740
S 0.5489 -5.2947 1.2003
S -1.3929 -1.5291 0.2674
C -2.9776 1.5842 -1.5850
C -1.5504 1.6627 -2.1451
C -1.2545 3.0559 -2.7134
C -1.3307 0.5729 -3.2051
C -0.6193 1.3996 -1.0393
N 0.0930 1.1949 -0.1637
H -3.6800 1.7686 -2.3983
H -3.1385 2.3350 -0.8110
H -3.1731 0.5971 -1.1663
H -1.9399 3.2476 -3.5393
H -0.2340 3.1197 -3.0911
H -1.3990 3.8292 -1.9589
H -2.0429 0.7280 -4.0162
H -1.4904 -0.4167 -2.7768
H -0.3218 0.6214 -3.6152
C 3.6173 1.2867 -0.2801
C 3.0172 1.5753 1.0778
O 2.4077 0.4054 1.6533
H 4.0501 2.1953 -0.7011
H 2.8545 0.9144 -0.9638
H 4.4098 0.5394 -0.2080
H 2.2155 2.3071 1.0104
H 3.7680 1.9532 1.7742
H 3.0760 -0.2806 1.7739
C 0.1713 -0.4392 3.9365
O -0.3423 0.0981 2.7054
H 0.3124 -1.5171 3.8567
H -0.5077 -0.1996 4.7539
H 1.1322 0.0369 4.1076
H -1.1774 -0.3526 2.4904
```

Record 2
A 2-piece molecular cluster, C11H19NOSi overall. Source: the OMol25 dataset; level of theory: the ωB97M-V functional and the def2-TZVPD basis.

Output
HOMO level, eV: -9.5874
LUMO, eV: 0.15
Multiplicity: 1
HOMO-LUMO gap, eV: 9.7
Energy relative to the best compared isomer or geometry (same formula, charge and spin), kcal per mole: 137.7

Structure (XYZ):
```
33
C11H19NOSi the ωB97M-V functional and the def2-TZVPD basis
C 0.5533 0.1400 -0.3943
C 1.7194 -0.0581 -0.3509
C -1.6216 -1.7916 0.4615
C 3.6833 -1.2874 0.5538
C 3.8150 -0.0971 -1.6112
C 3.7020 1.2499 0.5711
C -3.6779 1.8883 -0.0131
C -4.7877 -0.7135 1.3908
C -0.8531 0.3296 -0.7834
C -1.6941 -0.4177 0.3076
C 3.1930 0.0031 -0.2412
N -1.4318 -2.9258 0.5883
O -1.2124 0.0793 -2.0809
Si -3.5651 -0.0536 0.0135
H 3.2626 -1.1748 1.5967
H 3.2048 -2.1992 0.3103
H 4.7263 -1.1900 0.3067
H 3.6611 -1.0855 -2.0239
H 3.4974 0.7553 -2.2422
H 4.8657 -0.0058 -1.4289
H 4.7793 0.9543 0.8112
H 3.5665 2.1026 -0.0411
H 3.1757 1.4799 1.5946
H -4.1958 2.3938 -0.8325
H -4.0556 2.2562 0.9122
H -2.6388 2.0832 0.0204
H -4.3928 -0.3568 2.3180
H -5.8573 -0.5470 1.3522
H -4.7282 -1.7268 1.4892
H -0.9573 1.4044 -0.6477
H -1.2566 0.1085 1.7588
H -0.8252 -0.7827 -2.3840
H -3.6543 -0.8150 -1.2817
```

Record 3
C11H20AlBrNO4 as an isolated structure. Source: the OMol25 dataset; level of theory: the ωB97M-V functional and the def2-TZVPD basis.

Output
HOMO level, eV: -5.1352
LUMO, eV: 2.88
Multiplicity: 1
HOMO-LUMO gap, eV: 8.0
Charge: -1

Structure (XYZ):
```
38
C11H20AlBrNO4 the ωB97M-V functional and the def2-TZVPD basis
C -0.3604 2.1517 2.8277
C 0.4077 2.5950 1.6312
C -0.0777 2.2263 0.0886
C 0.1916 0.6612 -0.3374
N -0.6366 0.2450 -1.5562
C -2.1175 0.2109 -1.2500
C -2.7797 -1.2875 -1.1779
C -4.3509 -1.0976 -0.6376
O 0.0906 -0.3793 0.7398
Al 1.8251 -0.6725 1.4339
O 1.6668 -0.3763 3.3156
C 2.6426 -2.5549 1.3907
C 2.3877 -3.3859 -0.0015
O 3.4848 -3.7738 -0.7069
Br 0.6120 -3.9184 -0.7535
O 2.6486 0.6547 0.3733
C 1.7631 0.5872 -0.8358
C 2.2321 1.4039 -2.1774
H -1.5288 2.2133 2.8742
H 0.2169 1.7472 3.7642
H 1.3800 3.2543 1.7456
H -1.2078 2.5597 0.0238
H 0.5152 2.9769 -0.6159
H -0.5334 1.0405 -2.2559
H -2.4410 0.7887 -0.2851
H -2.6541 0.7654 -2.1599
H -2.8642 -1.7444 -2.2536
H -2.2201 -1.9680 -0.3995
H -4.9627 -0.3280 -1.2776
H -4.3351 -0.7045 0.4710
H -4.9136 -2.1501 -0.6569
H 0.6797 -0.4323 3.5297
H 2.3199 -3.1555 2.3470
H 3.8230 -2.4073 1.4907
H 1.9150 -0.5579 -1.1340
H 2.1459 0.7360 -3.1356
H 3.3806 1.6747 -2.0560
H 1.6547 2.4015 -2.3828
```

Record 4
C11H20AlClIN2O2P as an isolated structure. Source: the OMol25 dataset; level of theory: the ωB97M-V functional and the def2-TZVPD basis.

Output
HOMO level, eV: -15.1471
LUMO, eV: -10.97
Multiplicity: 1
HOMO-LUMO gap, eV: 4.2
Charge: +2
Energy relative to the best compared isomer or geometry (same formula, charge and spin), kcal per mole: 11.1

Structure (XYZ):
```
39
C11H20AlClIN2O2P the ωB97M-V functional and the def2-TZVPD basis
C -1.9968 1.6246 -3.0650
C -0.8076 0.8127 -2.6012
H -2.1247 1.4490 -4.1397
H -1.7776 2.6882 -2.9223
H -2.9271 1.3481 -2.5530
O 0.2888 0.9134 -3.1876
I -3.2360 2.6566 1.3632
Al -1.5366 1.7373 -0.0613
P 0.2584 -1.5092 -1.4519
C -0.2430 -2.5997 -0.1296
C 0.3285 -2.3759 -3.0103
H 1.8724 0.2549 -1.4682
H 2.6175 -1.3730 -1.5860
H 2.0292 -0.7840 -0.0031
C 1.8471 -0.7722 -1.0836
H 0.4173 -1.6525 -3.8297
H 1.2092 -3.0312 -2.9949
H 0.2742 -3.5591 -0.2705
H -1.3293 -2.7552 -0.1601
H -0.5783 -2.9791 -3.1387
H 0.0444 -2.1806 0.8423
C -0.9998 -0.1892 -1.5662
O -1.9310 0.0358 -0.6539
Cl -0.2843 3.2789 -0.8618
C 2.8694 1.4159 3.0672
C 1.5157 1.0373 2.6243
C 0.5909 0.1333 3.1408
C -0.5411 0.1859 2.3195
N -0.2988 1.0755 1.3218
N 0.9480 1.5811 1.5440
C -1.8035 -0.5485 2.4593
H 2.9431 2.4960 3.2542
H 3.0886 0.8851 3.9989
H 3.6306 1.1412 2.3236
H 0.7036 -0.4952 4.0076
H 1.3349 2.2981 0.9317
H -1.7788 -1.0957 3.4122
H -2.6685 0.1311 2.4762
H -1.9490 -1.2799 1.6518
```

Record 5
C11H20BaF8NO10S2 as an isolated structure. Source: the OMol25 dataset; level of theory: the ωB97M-V functional and the def2-TZVPD basis.

Output
HOMO level, eV: -12.0498
LUMO, eV: -4.52
Multiplicity: 1
HOMO-LUMO gap, eV: 7.5
Charge: +1

Structure (XYZ):
```
53
C11H20BaF8NO10S2 the ωB97M-V functional and the def2-TZVPD basis
Ba 2.0927 0.1755 3.1308
N 1.1437 0.4000 0.6942
O 2.1841 0.9230 0.7490
O 0.7073 -0.2036 -0.3099
O 0.4695 0.5039 1.6650
O 5.2839 -3.7407 -2.3811
S 4.7585 -2.5387 -1.6511
O 5.5173 -1.4318 -1.0074
O 3.4135 -2.0085 -2.4089
C 2.4165 -1.2133 -1.7876
C 1.6632 -0.3344 -2.8448
C 3.8825 -3.4321 -0.2402
H 2.8570 -0.5953 -1.0053
H 1.6798 -1.8342 -1.2778
H 2.3874 0.1901 -3.4680
H 1.0004 0.3998 -2.3866
H 1.1702 -0.9160 -3.6237
H 4.5466 -3.6117 0.6052
H 3.5788 -4.4248 -0.5725
H 2.9254 -3.0365 0.0998
O 1.3017 1.8781 3.8217
S 0.1816 2.5415 4.4345
O 0.1492 4.0021 4.6908
O -1.2676 2.1802 3.5338
C -1.5980 0.9218 3.0809
C -2.4075 1.2181 1.7802
C -0.2048 1.7395 6.0165
H -2.2477 0.4919 3.8433
H -0.7027 0.3004 3.0989
H -2.5897 0.2184 1.3859
H -1.9707 1.7138 0.9133
H -3.3540 1.7064 2.0123
H -1.2598 1.8835 6.2495
H 0.3215 2.1810 6.8628
H 0.0195 0.7039 5.7608
C -1.3066 -0.1688 -1.1515
C -0.9758 -1.5134 -1.8287
C -1.2003 -1.4429 -3.3599
F -0.0449 -1.0034 -3.9360
F -1.4981 -2.6259 -3.8987
F 0.1856 -2.0263 -1.4980
F -1.9745 -2.2740 -1.4297
O -2.6322 0.3474 -1.5588
C -2.7100 1.6457 -2.0004
C -4.1828 1.9608 -2.2175
F -4.3885 3.2638 -2.5779
F -4.7556 1.2895 -3.2595
F -2.1344 2.4693 -1.0772
F -1.9124 1.7239 -3.1242
H -0.5431 0.5434 -1.4643
H -1.2496 -0.2430 -0.0655
H -1.9383 -0.7137 -3.6941
H -4.7878 1.8162 -1.3224
```

Record 6
C11H20Cl2IrN2S as an isolated structure. Source: the OMol25 dataset; level of theory: the ωB97M-V functional and the def2-TZVPD basis.

Output
HOMO level (spin up / spin down), eV: -5.9337 / -7.9889
LUMO (spin up / spin down), eV: 0.41 / -1.75
Multiplicity: 6
HOMO-LUMO gap (spin up / spin down), eV: 6.3 / 6.2

Structure (XYZ):
```
37
C11H20Cl2IrN2S the ωB97M-V functional and the def2-TZVPD basis
Ir -0.0941 0.7307 -0.7286
Cl 1.4253 2.4262 -0.0656
Cl -1.0984 -1.3537 -0.6414
C -1.7472 1.5612 -0.9070
H -2.5864 0.9942 -1.3622
H -1.8248 2.5769 -1.3622
C 1.6114 -0.5380 -1.8949
C 0.7574 0.2942 -2.5478
H 1.3064 -1.5543 -1.6485
C 1.1399 1.6045 -3.2076
H -0.1845 -0.0838 -2.9553
C 2.5905 1.5262 -3.6679
H 0.4660 1.9487 -4.0135
H 1.1114 2.3453 -2.4011
C 3.5355 0.9993 -2.5941
H 2.6322 0.8664 -4.5329
H 2.9515 2.5057 -4.0252
C 3.1033 -0.3528 -1.9386
H 4.5491 0.8983 -3.0006
H 3.6021 1.7418 -1.7944
H 3.5495 -1.2186 -2.4871
H 3.5031 -0.3988 -0.9078
S 0.1888 0.5858 1.6610
C -0.9223 -0.3740 2.5586
N -0.7776 -1.6897 2.7363
C -1.8627 -2.5579 3.2098
C -3.1479 -1.7707 3.3936
C -2.8610 -0.4389 4.0531
N -1.8576 0.2695 3.2661
H 0.0431 -2.1102 2.2803
H -1.5609 -2.9987 4.1708
H -2.0207 -3.3768 2.4958
H -3.8507 -2.3313 4.0126
H -3.6383 -1.6227 2.4243
H -2.4638 -0.5828 5.0685
H -3.7499 0.1970 4.1008
H -1.8177 1.2819 3.2526
```

Respective max |F| values: 0.260, 5.203, 8.654, 5.630, 10.065, 5.306 eV/Å.